No. 1
A molecular structure, C35H33F5NOPtS2, computed with ωB97M-V/def2-TZVPD.

CARTESIAN COORDINATES (ANGSTROEM)
1 Pt -0.26519 1.03273 -1.00819
2 C 1.77519 -3.99870 -1.75327
3 C 3.25942 -3.63872 -1.81830
4 C 3.95897 -4.25189 -0.59852
5 C 3.85555 -4.23543 -3.09886
6 C 3.47424 -2.12773 -1.81454
7 C 4.78529 -1.61315 -1.82290
8 C 5.04537 -0.26068 -1.78209
9 C 3.96319 0.61352 -1.72521
10 S 3.95841 2.34509 -1.59107
11 C 2.23609 2.31556 -1.54053
12 N 1.69027 1.12035 -1.65723
13 C 2.65984 0.12141 -1.73273
14 C 2.41249 -1.24839 -1.78226
15 C 1.33442 3.42251 -1.33818
16 C 1.65108 4.77315 -1.47714
17 C 0.63446 5.70419 -1.42069
18 C -0.68388 5.26823 -1.27228
19 C -0.99246 3.92738 -1.11843
20 C 0.02270 2.96261 -1.08231
21 H 1.66894 -5.08462 -1.73752
22 H 1.22378 -3.62172 -2.61411
23 H 1.29439 -3.60031 -0.86007
24 H 3.77288 -5.32601 -0.56603
25 H 3.58024 -3.81197 0.32408
26 H 5.03760 -4.09937 -0.62764
27 H 3.74905 -5.32123 -3.09081
28 H 4.91549 -4.00263 -3.19894
29 H 3.34126 -3.84887 -3.97876
30 H 5.62355 -2.29694 -1.85198
31 H 6.06192 0.10557 -1.77667
32 H 1.39232 -1.59262 -1.75404
33 H 2.67305 5.08568 -1.65972
34 H 0.85127 6.75842 -1.52702
35 H -1.48658 5.99684 -1.27418
36 H -2.02341 3.62003 -1.02449
37 F -6.50054 -2.33984 -0.31549
38 C -5.22815 -2.06258 -0.64821
39 C -4.92553 -0.92407 -1.37469
40 F -5.91198 -0.09917 -1.75671
41 C -3.61007 -0.64760 -1.70714
42 F -3.38757 0.46413 -2.42720
43 C -2.55538 -1.47466 -1.34588
44 S -0.89073 -1.17415 -1.83797
45 C -2.89808 -2.61914 -0.62693
46 F -1.95324 -3.49339 -0.24338
47 C -4.20220 -2.91660 -0.27311
48 F -4.48383 -4.02745 0.42574
49 C 0.59565 -1.54339 1.56415
50 C 0.84018 -0.36293 2.50142
51 C 1.79546 0.67079 1.90586
52 C -0.42245 0.29096 3.02203
53 C -0.59841 0.27864 4.39809
54 C -1.70379 0.84102 5.01230
55 C -2.64181 1.45221 4.19868
56 C -2.50325 1.52207 2.82026
57 C -3.55209 2.30679 2.07109
58 C -4.13741 1.57362 0.87523
59 C -2.99388 3.67262 1.68730
60 C -1.38679 0.92091 2.17721
61 O -1.29190 0.84645 0.87085
62 H 1.52777 -2.09234 1.40441
63 H 0.21058 -1.23076 0.59750
64 H -0.13448 -2.23282 1.99309
65 H 1.33869 -0.78149 3.38582
66 H 1.32477 1.17098 1.06124
67 H 2.72233 0.20215 1.56418
68 H 2.04612 1.43204 2.64729
69 H 0.15706 -0.21304 5.00240
70 H -1.83071 0.80261 6.08512
71 H -3.51624 1.91423 4.64435
72 H -4.37155 2.48096 2.78029
73 H -3.37103 1.42363 0.11954
74 H -4.96079 2.14329 0.44141
75 H -4.51703 0.59231 1.16682
76 H -2.10045 3.54179 1.08480
77 H -2.71020 4.23463 2.57838
78 H -3.71826 4.26433 1.12242

gap between HOMO and LUMO	6.28	eV
charge	-1

For reference, the Mulliken charges in units of e are: atom 1 (Pt): 1.80, atom 2 (C): -1.94, atom 3 (C): 2.22, atom 4 (C): -1.67, atom 5 (C): -1.81, atom 6 (C): -0.19, atom 7 (C): -0.33, atom 8 (C): -1.32, atom 9 (C): 1.35, atom 10 (S): -0.42, atom 11 (C): 0.89, atom 12 (N): -0.43, atom 13 (C): -1.42, atom 14 (C): 1.16, atom 15 (C): 0.75, atom 16 (C): -0.57, atom 17 (C): -0.76, atom 18 (C): -0.56, atom 19 (C): -0.58, atom 20 (C): -0.46, atom 21 (H): 0.45, atom 22 (H): 0.38, atom 23 (H): 0.33, atom 24 (H): 0.47, atom 25 (H): 0.27, atom 26 (H): 0.34, atom 27 (H): 0.45, atom 28 (H): 0.34, atom 29 (H): 0.39, atom 30 (H): 0.42, atom 31 (H): 0.37, atom 32 (H): -0.27, atom 33 (H): 0.38, atom 34 (H): 0.35, atom 35 (H): 0.39, atom 36 (H): 0.65, atom 37 (F): -0.34, atom 38 (C): 0.71, atom 39 (C): 0.23, atom 40 (F): -0.38, atom 41 (C): 0.18, atom 42 (F): -0.47, atom 43 (C): 0.57, atom 44 (S): -0.64, atom 45 (C): 0.13, atom 46 (F): -0.35, atom 47 (C): 0.03, atom 48 (F): -0.33, atom 49 (C): -1.02, atom 50 (C): 0.42, atom 51 (C): -1.59, atom 52 (C): 0.63, atom 53 (C): -0.89, atom 54 (C): -1.30, atom 55 (C): -0.79, atom 56 (C): 0.77, atom 57 (C): 0.61, atom 58 (C): -1.45, atom 59 (C): -1.47, atom 60 (C): -0.51, atom 61 (O): -0.45, atom 62 (H): 0.25, atom 63 (H): -0.15, atom 64 (H): 0.49, atom 65 (H): 0.62, atom 66 (H): 0.12, atom 67 (H): 0.37, atom 68 (H): 0.44, atom 69 (H): 0.34, atom 70 (H): 0.35, atom 71 (H): 0.33, atom 72 (H): 0.54, atom 73 (H): -0.22, atom 74 (H): 0.47, atom 75 (H): 0.42, atom 76 (H): 0.14, atom 77 (H): 0.44, atom 78 (H): 0.37

=====

No. 2
9 unconnected molecules or ions with the total composition C33H49N5O4, computed with ωB97M-V/def2-TZVPD.

CARTESIAN COORDINATES (ANGSTROEM)
1 C 4.31805 3.21129 1.77274
2 C 3.14644 3.87611 2.47502
3 O 3.37235 5.27958 2.74432
4 H 4.39037 3.64216 0.77413
5 H 4.17462 2.14092 1.62495
6 H 5.25897 3.52448 2.22518
7 H 2.98826 3.38330 3.43429
8 H 2.22736 3.74130 1.90474
9 H 4.17045 5.43802 3.25376
10 C -0.77758 -4.69220 0.50236
11 C -0.90121 -3.32485 1.16570
12 O 0.11485 -3.32795 2.16928
13 H -1.54006 -4.78673 -0.27081
14 H -1.00882 -5.54600 1.13926
15 H 0.18308 -4.83551 0.00769
16 H -1.88091 -3.12931 1.60166
17 H -0.73059 -2.51223 0.45956
18 H 0.98711 -3.40525 1.77585
19 C -1.80750 -0.89566 3.92602
20 C -2.92642 -1.66892 4.58982
21 O -2.76254 -1.76169 5.98665
22 H -1.86617 -0.99954 2.84257
23 H -0.89160 -1.36392 4.28653
24 H -1.80846 0.16767 4.16566
25 H -2.93962 -2.67831 4.17865
26 H -3.85412 -1.14446 4.36089
27 H -2.14436 -2.48287 6.12570
28 C 1.81766 0.07080 0.96923
29 C 0.56339 0.88613 0.83817
30 O 0.50683 1.37328 -0.51107
31 H 1.64219 -0.88061 0.46711
32 H 1.96232 -0.14504 2.02781
33 H 2.65481 0.54739 0.45918
34 H 0.51942 1.61703 1.64561
35 H -0.31177 0.29985 1.11832
36 H -0.04635 2.15787 -0.51141
37 N 2.60727 -3.31994 1.52987
38 C 3.09123 -3.33450 0.23165
39 C 4.40911 -3.13530 -0.12569
40 C 5.30602 -2.76092 0.92823
41 C 4.83852 -2.71909 2.27912
42 C 3.47064 -3.01136 2.48661
43 H 2.38392 -3.58080 -0.54646
44 H 4.69110 -2.98613 -1.15749
45 H 6.34167 -2.57425 0.68535
46 H 5.54650 -2.43014 3.04180
47 H 3.05803 -2.84450 3.47064
48 N -4.13574 -1.62441 0.15464
49 C -4.47513 -0.90654 1.27085
50 C -3.94117 0.36212 1.55780
51 C -3.06891 0.93890 0.63715
52 C -2.84399 0.31462 -0.56160
53 C -3.40589 -0.95585 -0.76780
54 H -5.06343 -1.53837 1.91977
55 H -4.10643 0.92318 2.46571
56 H -2.63018 1.89007 0.90019
57 H -2.20664 0.82915 -1.26547
58 H -3.27053 -1.42591 -1.73067
59 N -2.29256 1.77806 -3.89762
60 C -1.00046 1.34442 -4.05206
61 C -0.68122 0.50409 -5.11171
62 C -1.69343 0.12368 -5.99546
63 C -2.97113 0.61027 -5.83522
64 C -3.28110 1.42054 -4.75783
65 H -0.33073 1.54492 -3.22886
66 H 0.29164 0.04022 -5.18077
67 H -1.51852 -0.51603 -6.84786
68 H -3.80316 0.38038 -6.48427
69 H -4.23270 1.82477 -4.44563
70 N 0.80171 -3.73534 -3.20826
71 C 2.00947 -3.33395 -3.76667
72 C 2.44831 -1.98526 -3.64108
73 C 1.69614 -1.09026 -2.88126
74 C 0.46151 -1.49175 -2.35703
75 C 0.07074 -2.79506 -2.54248
76 H 2.53833 -4.09805 -4.31699
77 H 3.34650 -1.61961 -4.11644
78 H 2.11101 -0.10410 -2.73367
79 H -0.20684 -0.80332 -1.86127
80 H -0.92777 -3.13016 -2.30351
81 N -0.69361 3.81416 -0.39853
82 C -0.70506 4.45946 0.77975
83 C -1.42811 5.65965 0.85946
84 C -1.95013 6.26533 -0.26676
85 C -2.02984 5.58198 -1.47298
86 C -1.35685 4.34338 -1.51133
87 H -0.18638 4.01387 1.61570
88 H -1.48360 6.15113 1.81955
89 H -2.46641 7.21356 -0.24025
90 H -2.58186 5.96711 -2.31758
91 H -1.35075 3.77583 -2.43016

SMILES	c1ccncc1.c1ccncc1.c1ccncc1.c1ccncc1.c1ccncc1.CCO.CCO.CCO.CCO
gap between HOMO and LUMO	9.59	eV

For reference, the Mulliken charges in units of e are: atom 1 (C): -0.98, atom 2 (C): 0.33, atom 3 (O): -0.55, atom 4 (H): 0.31, atom 5 (H): 0.18, atom 6 (H): 0.37, atom 7 (H): 0.25, atom 8 (H): -0.16, atom 9 (H): 0.30, atom 10 (C): -1.33, atom 11 (C): 0.88, atom 12 (O): -0.55, atom 13 (H): 0.41, atom 14 (H): 0.32, atom 15 (H): 0.26, atom 16 (H): 0.16, atom 17 (H): -0.50, atom 18 (H): 0.67, atom 19 (C): -0.27, atom 20 (C): -0.45, atom 21 (O): -0.56, atom 22 (H): -0.26, atom 23 (H): 0.39, atom 24 (H): 0.31, atom 25 (H): 0.22, atom 26 (H): 0.23, atom 27 (H): 0.34, atom 28 (C): -0.66, atom 29 (C): 0.67, atom 30 (O): -0.44, atom 31 (H): -0.26, atom 32 (H): 0.44, atom 33 (H): 0.24, atom 34 (H): 0.27, atom 35 (H): -0.45, atom 36 (H): 0.54, atom 37 (N): -0.32, atom 38 (C): -0.05, atom 39 (C): -0.62, atom 40 (C): -0.18, atom 41 (C): -0.69, atom 42 (C): -0.34, atom 43 (H): 0.25, atom 44 (H): 0.38, atom 45 (H): 0.41, atom 46 (H): 0.38, atom 47 (H): 0.43, atom 48 (N): -0.61, atom 49 (C): -0.54, atom 50 (C): -0.54, atom 51 (C): -0.08, atom 52 (C): 0.06, atom 53 (C): -0.52, atom 54 (H): 0.44, atom 55 (H): 0.45, atom 56 (H): 0.40, atom 57 (H): 0.39, atom 58 (H): 0.54, atom 59 (N): -0.32, atom 60 (C): 0.09, atom 61 (C): -0.62, atom 62 (C): -0.20, atom 63 (C): -0.58, atom 64 (C): -0.28, atom 65 (H): 0.35, atom 66 (H): 0.38, atom 67 (H): 0.42, atom 68 (H): 0.37, atom 69 (H): 0.45, atom 70 (N): -0.57, atom 71 (C): -0.51, atom 72 (C): -0.55, atom 73 (C): -0.26, atom 74 (C): 0.60, atom 75 (C): -0.65, atom 76 (H): 0.39, atom 77 (H): 0.45, atom 78 (H): 0.49, atom 79 (H): 0.19, atom 80 (H): 0.38, atom 81 (N): -0.19, atom 82 (C): -0.15, atom 83 (C): -0.84, atom 84 (C): -0.25, atom 85 (C): -0.65, atom 86 (C): -0.01, atom 87 (H): 0.45, atom 88 (H): 0.37, atom 89 (H): 0.36, atom 90 (H): 0.41, atom 91 (H): 0.16

=====

In the order shown, the computed energy above the lowest of the compared OMol25 structures with the same formula, charge and spin values come out to 1.372 0.121 eV.
In the order shown, the computed largest force on an atom values come out to 0.81 3.15 eV/Å.